120
Properties=species:S:1:pos:R:3 method="wB97M-V/def2-TZVPD" spin_multiplicity=1 lumo_ev=3.93 homo_energy_ev=-2.1421 max_force_ha_per_bohr=0.006 charge=-2 e_above_lowest_ev=0.275 e_tot_ha=-9373.228771 homo_lumo_gap_ev=6.0683
Sc -0.777 0.210 -1.066
O 0.273 -5.100 -4.070
C -0.236 -3.870 -4.597
C -0.412 -2.754 -3.543
C 0.991 -2.425 -3.042
O 0.981 -1.606 -1.885
C -1.337 -3.326 -2.461
Se -1.957 -2.231 -0.938
C -1.054 -1.609 -4.337
Se -0.817 0.254 -3.763
H -0.429 -5.754 -4.092
H -1.207 -4.038 -5.073
H 0.461 -3.529 -5.369
H 1.532 -1.925 -3.856
H 1.512 -3.363 -2.814
H 1.824 -1.115 -1.846
H -0.873 -4.223 -2.048
H -2.251 -3.654 -2.967
H -2.126 -1.807 -4.419
H -0.648 -1.629 -5.353
C -4.093 0.499 -2.113
N -3.121 0.695 -1.039
C -3.600 0.839 0.142
C -2.738 0.852 1.274
C -2.984 1.073 2.628
C -1.736 0.990 3.260
C -0.806 0.721 2.254
N -1.405 0.626 1.053
C -4.564 1.787 -2.741
C -3.647 2.698 -3.256
C -4.073 3.883 -3.829
C -5.430 4.176 -3.905
C -6.353 3.271 -3.406
C -5.919 2.085 -2.825
H -4.963 -0.047 -1.731
H -3.616 -0.131 -2.867
H -4.681 0.908 0.301
H -3.942 1.291 3.076
H -1.519 1.122 4.309
H 0.269 0.641 2.334
H -2.597 2.446 -3.215
H -3.342 4.586 -4.213
H -5.761 5.110 -4.342
H -7.413 3.492 -3.453
H -6.642 1.384 -2.420
C 3.912 3.603 2.210
Sb 1.791 3.641 1.730
C 2.132 4.327 -0.282
C 1.555 5.632 2.536
H 4.367 4.553 1.920
H 4.396 2.786 1.675
H 4.059 3.448 3.280
H 1.425 5.128 -0.500
H 1.984 3.513 -0.992
H 3.149 4.712 -0.368
H 2.314 6.300 2.127
H 1.661 5.593 3.622
H 0.569 6.014 2.277
C 4.116 -2.690 0.574
C 4.065 -1.723 1.727
C 5.206 -0.987 2.042
C 5.202 -0.041 3.056
C 4.039 0.187 3.774
C 2.900 -0.547 3.478
C 2.895 -1.517 2.475
Sb 0.969 -2.276 1.849
C 1.432 -4.333 1.329
C 0.965 -4.647 0.054
C 1.198 -5.884 -0.531
C 1.909 -6.839 0.179
C 2.382 -6.540 1.449
C 2.163 -5.296 2.038
C 2.748 -5.018 3.394
C 0.180 -2.598 3.848
C 0.973 -2.647 4.990
C 0.422 -2.798 6.257
C -0.953 -2.897 6.391
C -1.757 -2.836 5.262
C -1.216 -2.679 3.988
C -2.131 -2.576 2.801
H 4.998 -2.507 -0.039
H 3.248 -2.578 -0.079
H 4.132 -3.727 0.918
H 6.103 -1.139 1.453
H 6.096 0.536 3.264
H 4.007 0.948 4.545
H 1.989 -0.342 4.031
H 0.417 -3.888 -0.494
H 0.844 -6.072 -1.537
H 2.111 -7.812 -0.255
H 2.955 -7.284 1.994
H 3.466 -5.793 3.670
H 1.968 -4.989 4.156
H 3.254 -4.050 3.417
H 2.049 -2.563 4.898
H 1.065 -2.834 7.128
H -1.403 -3.012 7.370
H -2.835 -2.896 5.366
H -3.166 -2.763 3.089
H -1.869 -3.280 2.009
H -2.082 -1.576 2.361
O 3.364 -0.141 -1.370
S 2.673 0.659 -0.323
N 1.218 0.574 -0.194
O -3.095 5.986 -0.500
S -1.689 5.683 -0.559
O -0.812 6.535 0.210
N -1.387 4.120 -0.259
C -0.910 3.507 -1.323
O -0.581 2.308 -1.412
C -0.734 4.395 -2.528
C -0.255 4.050 -3.780
C -0.212 5.046 -4.749
C -0.633 6.344 -4.466
C -1.111 6.681 -3.203
C -1.148 5.679 -2.256
H 0.054 3.031 -3.986
H 0.149 4.808 -5.742
H -0.589 7.099 -5.242
H -1.445 7.685 -2.973

=====

112
Properties=species:S:1:pos:R:3 method="wB97M-V/def2-TZVPD" spin_multiplicity=1 lumo_ev=-4.68 homo_energy_ev=-11.4701 max_force_ha_per_bohr=0.012 charge=+1 e_tot_ha=-4967.255200 homo_lumo_gap_ev=6.7896
C 4.471 1.458 1.975
C 4.189 2.772 1.233
C 5.051 2.957 -0.023
C 4.430 2.320 -1.280
C 5.438 1.735 -2.288
C 4.963 0.497 -3.056
C 5.131 -0.840 -2.329
C 4.150 -1.096 -1.184
C 3.975 -2.579 -0.851
C 2.967 -3.273 -1.779
C 2.051 -4.311 -1.105
C 0.587 -3.941 -1.320
C 0.244 -2.720 -0.455
C -0.782 -1.765 -1.067
C -0.646 -0.376 -0.464
C -1.804 0.533 -0.812
N -1.662 1.801 0.002
Br -2.523 1.552 1.692
C -0.216 2.226 0.207
C 0.776 1.566 -0.754
C 0.886 2.348 -2.079
C 1.381 1.551 -3.258
F 1.778 3.392 -1.799
O 0.551 0.192 -0.985
H 4.936 0.726 1.310
H 5.161 1.610 2.806
H 3.563 0.995 2.367
H 4.355 3.610 1.915
H 3.129 2.819 0.953
H 5.190 4.027 -0.201
H 6.049 2.540 0.152
H 3.862 3.105 -1.792
H 3.703 1.557 -0.982
H 6.386 1.506 -1.788
H 5.681 2.514 -3.017
H 3.914 0.621 -3.360
H 5.545 0.439 -3.981
H 5.045 -1.655 -3.056
H 6.151 -0.882 -1.930
H 4.477 -0.563 -0.288
H 3.173 -0.671 -1.456
H 3.663 -2.689 0.194
H 4.947 -3.081 -0.912
H 2.345 -2.508 -2.260
H 3.511 -3.774 -2.585
H 2.233 -5.320 -1.482
H 2.254 -4.355 -0.029
H -0.057 -4.788 -1.065
H 0.416 -3.714 -2.378
H 1.158 -2.166 -0.219
H -0.162 -3.070 0.501
H -0.665 -1.696 -2.153
H -1.795 -2.141 -0.887
H -0.591 -0.482 0.632
H -1.779 0.822 -1.865
H -2.766 0.090 -0.562
H -2.201 2.562 -0.427
H 0.038 2.056 1.251
H -0.179 3.303 0.036
H 1.748 1.680 -0.255
H -0.065 2.846 -2.320
H 1.286 2.144 -4.168
H 0.793 0.642 -3.381
H 2.430 1.280 -3.115
C -5.232 5.150 -6.265
C -4.142 4.291 -6.184
C -3.808 3.707 -4.974
C -4.561 3.985 -3.838
C -5.651 4.862 -3.916
C -5.983 5.437 -5.135
C -6.464 5.222 -2.714
O -7.402 5.979 -2.781
C -6.062 4.608 -1.411
C -6.740 4.941 -0.239
C -6.368 4.375 0.976
C -5.330 3.450 1.010
C -4.680 3.118 -0.158
C -5.011 3.702 -1.363
C -4.198 3.343 -2.556
O -3.258 2.565 -2.444
H -5.494 5.601 -7.213
H -3.555 4.078 -7.067
H -2.967 3.032 -4.894
H -6.831 6.107 -5.181
H -7.549 5.656 -0.297
H -6.886 4.653 1.884
H -4.952 2.969 1.908
H -3.898 2.386 -0.169
C -0.447 -1.267 3.410
C -1.689 -1.156 4.028
C -2.162 -2.173 4.838
C -1.391 -3.317 5.020
C -0.157 -3.437 4.387
C 0.320 -2.404 3.586
C 0.677 -4.672 4.538
O 1.750 -4.760 3.982
C 0.130 -5.769 5.380
C 0.863 -6.944 5.506
C 0.381 -7.977 6.293
C -0.831 -7.840 6.960
C -1.568 -6.673 6.836
C -1.093 -5.636 6.042
C -1.914 -4.402 5.909
O -2.969 -4.267 6.488
H -0.071 -0.458 2.793
H -2.285 -0.267 3.856
H -3.121 -2.107 5.333
H 1.288 -2.515 3.116
H 1.806 -7.030 4.983
H 0.950 -8.892 6.389
H -1.202 -8.647 7.578
H -2.513 -6.549 7.346